No. 1
DFT (ωB97M-V with the def2-TZVPD basis set) results for C17H37Cl6CuN4O5 as an isolated structure in a non-equilibrium geometry.

The charge is 0. Its energy is -5666.58939 a.u. The multiplicity is 3. The molecular weight is 653.8 g/mol. The LUMO energy (alpha / beta) comes out at 0.15 / -1.49 eV.

Geometry (Å):
Cu (2.58, 2.30, 1.02)
C (1.35, 0.23, -2.20)
C (1.25, -0.24, -0.72)
O (2.10, 0.31, 0.25)
H (0.66, -0.43, -2.74)
H (2.30, -0.02, -2.67)
H (1.01, 1.25, -2.38)
H (1.31, -1.33, -0.74)
H (0.21, -0.06, -0.47)
Cl (5.68, -3.59, -0.27)
C (4.87, -2.09, 0.34)
C (5.08, -1.91, 1.76)
Cl (4.24, -3.12, 2.75)
H (3.83, -2.17, 0.01)
H (5.34, -1.21, -0.10)
H (4.81, -0.93, 2.16)
H (6.16, -1.98, 1.93)
C (0.77, 1.37, 3.65)
O (1.45, 1.93, 2.82)
N (0.99, 0.14, 4.09)
C (0.33, -0.43, 5.28)
C (2.15, -0.64, 3.66)
H (-0.17, 1.79, 4.06)
H (-0.67, -0.02, 5.45)
H (0.89, -0.48, 6.21)
H (0.05, -1.47, 5.13)
H (2.30, -1.53, 4.28)
H (2.00, -0.86, 2.61)
H (3.05, -0.02, 3.69)
C (-0.01, 4.27, 0.00)
O (0.83, 3.39, 0.24)
N (-1.34, 4.00, -0.19)
C (-2.22, 5.03, -0.63)
C (-2.03, 2.75, 0.05)
H (0.28, 5.31, -0.22)
H (-2.44, 4.96, -1.69)
H (-1.80, 6.03, -0.62)
H (-3.06, 5.18, 0.06)
H (-1.38, 1.88, 0.05)
H (-2.47, 2.75, 1.05)
H (-2.80, 2.63, -0.70)
C (0.14, -3.47, 1.81)
O (0.31, -4.72, 1.85)
N (-1.10, -2.91, 2.15)
C (-1.39, -1.51, 1.85)
C (-2.22, -3.70, 2.58)
H (0.87, -2.70, 1.53)
H (-1.46, -0.80, 2.67)
H (-2.31, -1.50, 1.26)
H (-0.57, -1.07, 1.28)
H (-2.07, -4.77, 2.63)
H (-2.56, -3.38, 3.57)
H (-3.03, -3.55, 1.86)
C (-4.52, 0.79, -2.42)
O (-4.56, 0.77, -1.21)
N (-3.46, 0.35, -3.15)
C (-3.46, 0.17, -4.62)
C (-2.27, -0.12, -2.52)
H (-5.31, 1.22, -3.05)
H (-4.48, 0.30, -4.99)
H (-3.18, -0.86, -4.86)
H (-2.92, 1.00, -5.07)
H (-2.19, -0.05, -1.44)
H (-2.05, -1.15, -2.79)
H (-1.41, 0.45, -2.86)
C (1.52, -0.39, -6.47)
Cl (-0.10, -0.24, -5.82)
Cl (2.02, -2.07, -6.55)
Cl (1.70, 0.37, -8.10)
Cl (2.59, 0.54, -5.35)


No. 2
DFT (ωB97M-V with the def2-TZVPD basis set) results for a 4-piece molecular cluster, C5H18O3 overall in a non-equilibrium geometry.

For the energy above the lowest of the compared OMol25 structures with the same formula, charge and spin, the calculation gives 0.739 eV. The charge is -1. Its energy is -426.91755 a.u. The multiplicity is 2. The molecular weight is 126.2 g/mol. The LUMO energy (alpha / beta) comes out at 3.29 / 3.19 eV.

Geometry (Å):
C (0.49, -0.62, 2.50)
C (-0.28, -0.48, 1.25)
C (-0.14, -1.62, 0.14)
C (-0.51, -1.27, -1.36)
C (-2.00, -0.83, -1.54)
H (0.55, -1.63, 2.95)
H (0.10, -0.07, 3.36)
H (1.60, -0.46, 2.29)
H (0.10, 0.35, 0.68)
H (-1.24, -0.29, 1.62)
H (0.82, -2.01, 0.15)
H (-0.84, -2.33, 0.26)
H (0.25, -0.62, -1.82)
H (-0.32, -2.29, -1.75)
H (-2.05, -0.38, -2.48)
H (-2.62, -1.80, -1.61)
H (-2.17, -0.12, -0.79)
H (4.08, -0.30, 1.80)
H (4.18, -0.77, 0.29)
O (4.32, -0.04, 0.91)
H (1.13, 1.90, 0.56)
H (1.75, 2.54, -0.64)
O (0.94, 2.56, -0.14)
H (-2.44, 3.84, -1.57)
H (-2.61, 3.23, -2.88)
O (-3.08, 3.51, -2.17)


No. 3
DFT (ωB97M-V with the def2-TZVPD basis set) results for C7H6Cl2CoN2O3Ti as an isolated structure in a non-equilibrium geometry.

The charge is +4. Its energy is -3756.29571 a.u. The multiplicity is 6. The molecular weight is 343.8 g/mol. The LUMO energy (alpha / beta) comes out at -17.60 / -19.59 eV.

Geometry (Å):
Co (1.92, -0.35, -2.80)
Ti (0.26, -0.17, -0.92)
Cl (1.89, 1.51, -1.51)
Cl (0.40, -2.40, -0.82)
C (-1.46, 0.31, -1.72)
C (2.85, 0.48, -4.04)
C (1.33, -1.62, -3.81)
O (-2.47, 0.58, -2.27)
O (3.49, 1.25, -4.61)
O (0.85, -2.41, -4.52)
C (-1.33, -1.56, 2.05)
C (-0.80, -0.18, 2.04)
N (-0.20, 0.46, 1.04)
C (0.08, 1.77, 1.50)
C (-0.36, 1.88, 2.79)
N (-0.90, 0.63, 3.12)
H (-0.73, -2.18, 2.73)
H (-2.38, -1.53, 2.40)
H (-1.31, -2.01, 1.06)
H (0.55, 2.48, 0.85)
H (-0.31, 2.72, 3.47)
H (-1.38, 0.36, 3.98)


Question: Among the records above, which one has the highest energy?
Answer: C5H18O3


What did the second record say?
DFT (ωB97M-V with the def2-TZVPD basis set) results for a 4-piece molecular cluster, C5H18O3 overall in a non-equilibrium geometry.

For the energy above the lowest of the compared OMol25 structures with the same formula, charge and spin, the calculation gives 0.739 eV. The charge is -1. Its energy is -426.91755 a.u. The multiplicity is 2. The molecular weight is 126.2 g/mol. The LUMO energy (alpha / beta) comes out at 3.29 / 3.19 eV.

Geometry (Å):
C (0.49, -0.62, 2.50)
C (-0.28, -0.48, 1.25)
C (-0.14, -1.62, 0.14)
C (-0.51, -1.27, -1.36)
C (-2.00, -0.83, -1.54)
H (0.55, -1.63, 2.95)
H (0.10, -0.07, 3.36)
H (1.60, -0.46, 2.29)
H (0.10, 0.35, 0.68)
H (-1.24, -0.29, 1.62)
H (0.82, -2.01, 0.15)
H (-0.84, -2.33, 0.26)
H (0.25, -0.62, -1.82)
H (-0.32, -2.29, -1.75)
H (-2.05, -0.38, -2.48)
H (-2.62, -1.80, -1.61)
H (-2.17, -0.12, -0.79)
H (4.08, -0.30, 1.80)
H (4.18, -0.77, 0.29)
O (4.32, -0.04, 0.91)
H (1.13, 1.90, 0.56)
H (1.75, 2.54, -0.64)
O (0.94, 2.56, -0.14)
H (-2.44, 3.84, -1.57)
H (-2.61, 3.23, -2.88)
O (-3.08, 3.51, -2.17)


Question: Which formula does entry 1 have?
Answer: C17H37Cl6CuN4O5


Question: Look up the multiplicity of the second one.
Answer: 2